C20H14F3NO2 | ωB97M-V with the def2-TZVPD basis set

The calculation puts the HOMO energy at -6.69 eV. The calculation puts the LUMO energy at -3.2 eV. The value obtained for the largest force on an atom is 1.3 eV/A.

The geometry in XYZ format:
```
40
Properties=species:S:1:pos:R:3:forces:R:3
F 2.396877 2.759052 2.581192 -0.096 -1.337 0.009
C 2.293704 1.386099 2.573860 -0.492 0.735 -0.041
C 3.472009 0.645545 2.586462 -0.469 -0.754 0.088
C 3.317826 -0.744601 2.588400 0.890 -0.078 -0.032
F 4.448263 -1.523053 2.631113 -1.073 0.781 -0.064
C 2.090987 -1.368391 2.536827 -0.765 0.072 -0.346
C 0.883060 -0.594281 2.502548 1.132 0.268 0.242
C -0.326836 -1.321760 2.447053 0.261 0.228 -0.212
C -1.679390 -0.888819 2.447471 -1.172 0.112 -0.021
C -2.679962 -1.911218 2.440395 0.802 0.193 -0.090
C -4.028952 -1.615272 2.440526 -0.299 0.316 0.028
C -4.468588 -0.283224 2.441599 0.443 -0.497 -0.015
C -3.497945 0.712383 2.433353 0.229 0.855 -0.008
F -3.915957 2.024735 2.412272 0.390 -1.177 0.051
C -2.133399 0.463414 2.445247 -0.386 -0.410 -0.005
C 1.024408 0.825422 2.547027 0.397 -0.117 -0.252
H 4.449023 1.111811 2.589551 -0.108 -0.031 0.018
H 2.007515 -2.452779 2.488533 0.242 0.266 0.006
H -0.188464 -2.407981 2.436602 -0.108 0.358 -0.127
H -2.332783 -2.945938 2.439036 -0.226 0.259 -0.028
H -4.756201 -2.425474 2.442782 0.153 0.227 -0.020
H -5.524084 -0.030842 2.449440 0.191 0.025 -0.034
H -1.440752 1.294926 2.450926 -0.578 -0.145 -0.068
H 0.158107 1.473595 2.521968 0.637 0.012 0.032
C -0.309047 -0.478420 -1.130792 0.361 0.187 0.445
N 0.842450 -1.063784 -0.683511 0.699 -0.218 0.278
O 1.869717 -0.344714 -0.440636 -1.190 -0.365 -0.077
O 0.897290 -2.317665 -0.502700 0.540 0.844 0.159
C -1.492004 -1.197610 -1.480927 -0.401 -0.321 -0.043
C -1.580240 -2.611524 -1.430143 -0.470 -0.097 -0.033
C -2.759263 -3.257578 -1.795302 -0.162 0.446 -0.105
C -3.876198 -2.519897 -2.214733 0.149 -0.017 0.116
C -3.817131 -1.116643 -2.244322 0.251 -0.093 0.041
C -2.643765 -0.464968 -1.892324 0.464 -0.221 0.219
H -0.244981 0.599653 -1.261911 0.072 -0.329 0.095
H -0.704774 -3.158287 -1.096616 -0.444 0.048 -0.232
H -2.793978 -4.347990 -1.753441 -0.072 0.315 -0.065
H -4.789892 -3.030935 -2.520594 0.228 0.132 0.113
H -4.684917 -0.530974 -2.551586 0.220 -0.209 0.051
H -2.551395 0.623129 -1.915908 -0.239 -0.266 -0.072
```
Positions in Å, forces in eV/Å.